No. 1
Formula: C26H72F3O27P8
Source: the Open Molecules 2025 dataset
Level of theory: the ωB97M-V functional and the def2-TZVPD basis

Each line ends with the Mulliken charge.
Positions of all 136 atoms, in Å:
C 0.3092 1.8514 -6.6848  -0.92
P -0.7453 0.2518 -6.3315  0.02
C -2.0944 0.7525 -5.0733  -0.57
C 0.5241 -0.9796 -5.6070  -0.11
C 0.3699 -2.5592 -6.1347  -0.48
O 0.7806 -3.5517 -5.0866  -0.50
P 1.7148 -2.5421 -3.9619  0.01
C 0.9633 -3.2403 -2.3466  -0.80
C 0.7773 -2.1039 -1.1463  0.04
O 2.0000 -1.9410 -0.3299  -0.32
C 2.7556 -0.7349 -0.7028  -0.59
C 3.1978 0.2086 0.5711  0.88
F 4.3131 -0.4139 1.3734  -0.25
F 2.0330 0.5776 1.4127  -0.28
F 3.7785 1.4914 0.0275  -0.29
O 0.6195 -1.1603 -4.1388  -0.29
H 1.1158 1.5842 -7.5226  0.29
H -0.3757 2.7614 -7.0058  0.30
H 0.8993 2.0738 -5.6969  0.25
H -1.6225 0.9671 -4.0226  0.22
H -2.5358 1.7929 -5.4573  0.14
H -3.0006 0.0085 -5.0615  0.18
H 1.5513 -0.5207 -6.0068  0.17
H -0.7738 -2.5671 -6.4497  0.32
H 1.1758 -2.5749 -6.9881  0.28
H 2.6918 -3.6226 -3.7712  0.02
H 2.6910 -1.6660 -3.3309  -0.09
H 2.5074 -2.2829 -5.1505  0.11
H 1.7417 -4.0278 -1.9008  0.32
H -0.0116 -3.8482 -2.5717  0.24
H -0.0378 -2.5718 -0.4100  0.04
H 0.3181 -1.0962 -1.5269  0.14
H 2.2226 -0.0370 -1.4815  0.28
H 3.7744 -1.0743 -1.2235  0.26
C 3.4356 3.2540 5.9441  -0.75
O 3.2550 1.9622 5.3927  -0.24
P 3.2405 0.6995 6.5753  0.90
O 4.7734 0.7253 6.5844  -0.62
O 2.6961 -0.3713 5.4374  -0.38
C 3.0542 -0.2203 4.0722  -0.68
O 3.2261 -0.5630 7.7580  -0.48
C 3.9729 -1.7447 7.5107  -0.55
H 3.3144 3.9936 5.1476  0.24
H 2.6849 3.4374 6.7176  0.29
H 4.4391 3.3495 6.3662  0.32
H 4.0768 0.1416 3.9585  0.37
H 2.3503 0.4621 3.5892  0.28
H 2.9810 -1.1956 3.5824  0.39
H 5.0114 -1.5266 7.2554  0.33
H 3.5053 -2.3337 6.7174  0.26
H 3.9707 -2.3423 8.4265  0.28
C 7.1951 1.2349 1.1199  -0.32
O 7.7634 2.4946 0.8104  -0.34
P 7.6217 2.9278 -0.8585  1.12
O 8.8425 2.0519 -1.1632  -0.64
O 8.1024 4.4716 -0.5071  -0.33
C 8.9947 4.7244 0.5675  -0.61
O 7.4799 3.3609 -2.5274  -0.45
C 8.6105 3.8996 -3.1959  -0.53
H 7.2236 1.0960 2.2043  0.27
H 6.1551 1.2026 0.7839  -0.06
H 7.7669 0.4337 0.6451  0.34
H 9.7469 3.9405 0.6634  0.31
H 8.4231 4.8224 1.4939  0.22
H 9.5099 5.6704 0.3779  0.27
H 9.4936 3.2689 -3.0798  0.28
H 8.8200 4.9112 -2.8386  0.22
H 8.3760 3.9557 -4.2626  0.25
C -7.5133 -2.5254 -3.4960  -0.68
O -6.6047 -3.2683 -2.7035  -0.32
P -5.5342 -2.2824 -1.7680  1.04
O -4.6531 -2.1052 -3.0100  -0.59
O -5.0476 -3.6108 -0.9099  -0.34
C -5.0278 -4.8950 -1.5142  -0.62
O -4.4638 -1.2965 -0.8325  -0.45
C -3.0833 -1.6250 -0.7953  -0.65
H -8.2218 -3.2190 -3.9576  0.24
H -8.0637 -1.8190 -2.8687  0.27
H -6.9789 -1.9887 -4.2838  0.30
H -4.7243 -4.8464 -2.5607  0.30
H -6.0171 -5.3506 -1.4229  0.24
H -4.3084 -5.5214 -0.9790  0.28
H -2.6614 -1.7342 -1.7960  0.42
H -2.9229 -2.5385 -0.2168  0.32
H -2.5558 -0.8074 -0.2961  0.27
C 8.5268 -3.9075 5.6492  -0.71
O 8.1099 -5.2485 5.8313  -0.31
P 6.4184 -5.4105 6.1566  1.11
O 6.6932 -5.0615 7.6240  -0.61
O 6.5233 -7.0463 5.9314  -0.34
C 7.7200 -7.7439 6.2415  -0.62
O 4.7270 -5.5723 6.4819  -0.40
C 4.3077 -6.4397 7.5246  -0.57
H 9.5742 -3.9072 5.3344  0.23
H 7.9216 -3.4311 4.8730  0.31
H 8.4385 -3.3520 6.5862  0.31
H 8.2096 -7.3362 7.1267  0.31
H 8.3918 -7.7058 5.3802  0.24
H 7.4722 -8.7906 6.4401  0.27
H 4.8183 -6.2256 8.4652  0.31
H 4.4639 -7.4834 7.2398  0.23
H 3.2366 -6.2848 7.6813  0.25
C -6.9860 2.9862 -3.1359  -0.63
O -6.4177 4.2459 -3.4454  -0.28
P -6.5595 4.6791 -5.1144  0.98
O -5.3386 3.8032 -5.4191  -0.51
O -6.0787 6.2229 -4.7629  -0.33
C -5.1865 6.4758 -3.6884  -0.56
O -6.7012 5.1122 -6.7833  -0.47
C -5.5706 5.6509 -7.4517  -0.49
H -6.9575 2.8474 -2.0515  0.16
H -8.0260 2.9539 -3.4720  0.28
H -6.4142 2.1850 -3.6107  0.33
H -4.4342 5.6918 -3.5925  0.28
H -5.7580 6.5738 -2.7619  0.22
H -4.6713 7.4218 -3.8780  0.27
H -4.6875 5.0202 -7.3356  0.26
H -5.3611 6.6625 -7.0945  0.22
H -5.8051 5.7070 -8.5184  0.25
C -11.8156 2.4733 0.5986  -0.71
O -11.0127 2.2047 1.7339  -0.29
P -9.3486 2.6278 1.5219  1.02
O -9.1333 1.3042 0.7787  -0.57
O -9.0812 2.4210 3.1416  -0.32
C -9.8336 1.4736 3.8839  -0.61
O -7.6846 3.0508 1.3097  -0.42
C -6.6840 2.1365 1.7318  -0.59
H -12.8615 2.2883 0.8591  0.24
H -11.7022 3.5193 0.3010  0.30
H -11.5351 1.8164 -0.2285  0.30
H -10.0441 0.5760 3.3009  0.31
H -10.7636 1.9380 4.2215  0.23
H -9.2545 1.1807 4.7643  0.27
H -6.8394 1.1393 1.3163  0.31
H -6.6456 2.0884 2.8231  0.28
H -5.7189 2.5035 1.3717  0.25

Computed properties:
Charge: -1
E_HOMO: -4.122 eV
Energy relative to the best compared isomer or geometry (same formula, charge and spin): 418.4 kcal per mole
Gap between HOMO and LUMO: 2.0 eV
Electronic energy: -6094.9204 hartree
2S+1: 1

No. 2
Formula: C26H72N12O24
Source: the Open Molecules 2025 dataset
Level of theory: the ωB97M-V functional and the def2-TZVPD basis

Each line ends with the Mulliken charge.
Positions of all 134 atoms, in Å:
C -5.1690 -3.9183 1.1031  -1.54
C -4.2106 -3.7670 -0.0927  0.61
O -3.1839 -3.1607 -0.0030  -0.34
N -4.7400 -4.2700 -1.2741  -0.18
H -2.1802 -3.6144 1.5054  0.40
H -5.5529 -4.8073 -1.0344  0.24
C -3.8798 -4.8657 -2.3566  -0.32
H -6.2344 -3.6058 0.9947  0.37
H -4.7579 -3.3324 1.8863  0.38
H -5.0590 -4.9610 1.4555  0.39
H -2.8767 -5.1679 -2.0158  0.12
H -3.8260 -4.1097 -3.1578  0.04
H -4.3637 -5.7647 -2.7406  0.39
C 1.4712 5.4524 -1.1105  -1.42
C 2.5304 4.6643 -0.3570  0.88
O 2.6247 4.4718 0.8425  -0.59
N 3.2828 3.9851 -1.2988  -0.06
H 3.1780 1.5249 -4.8727  0.40
H 3.0829 4.2054 -2.2683  0.21
C 4.5269 3.3894 -0.9962  -1.06
H 1.4409 5.2808 -2.1753  0.40
H 1.9048 6.4327 -0.8478  0.42
H 0.5168 5.4394 -0.6155  0.29
H 4.5301 2.3064 -0.7724  0.23
H 4.9601 3.8506 -0.1191  0.31
H 5.2569 3.6033 -1.7487  0.46
C 2.6244 -3.3723 4.1477  -0.85
N 2.5330 -3.7109 2.6956  0.96
C 1.7338 -4.9666 2.4113  -0.88
C 1.7736 -2.5926 2.0738  -1.16
C 3.9009 -3.7455 1.9550  -0.36
C 5.0442 -4.4149 2.7110  -0.85
O 4.7172 -5.8117 3.0054  -0.51
H 3.3313 -2.4800 4.2609  0.27
H 2.9775 -4.2420 4.7031  0.34
H 1.6276 -3.1013 4.4965  0.30
H 0.9429 -5.0410 3.1246  0.39
H 2.3743 -5.8584 2.4085  0.23
H 1.3206 -4.8965 1.4434  0.35
H 2.3597 -1.6599 2.2971  -0.11
H 0.7826 -2.5843 2.4984  0.47
H 1.6489 -2.8067 1.0052  0.73
H 4.2501 -2.7549 1.7526  0.36
H 3.7240 -4.2440 1.0059  0.34
H 5.1292 -3.8903 3.6277  0.38
H 5.9663 -4.2894 2.1374  0.46
H 5.5014 -6.2400 3.2797  0.30
C 0.2983 2.5359 4.9765  -0.83
N 0.8216 3.9894 4.7446  0.32
C 0.7297 4.3205 3.2745  -0.93
C -0.0869 4.9446 5.3681  -0.76
C 2.2710 4.2965 5.1683  -0.76
C 3.2745 3.3823 4.4516  -0.10
O 3.0692 2.0622 4.8031  -0.51
H 0.7436 1.9292 4.2122  0.21
H -0.7434 2.4013 4.9134  0.43
H 0.7126 2.3331 5.9561  0.30
H 1.4204 3.7035 2.7325  0.14
H 1.0985 5.3253 3.2266  0.38
H -0.2721 4.1463 2.9698  0.40
H -0.2285 4.6985 6.4187  0.38
H -1.0770 4.8956 4.9152  0.21
H 0.3539 5.9071 5.1660  0.41
H 2.2181 4.0663 6.2376  0.43
H 2.4017 5.3478 4.9871  0.37
H 4.2439 3.7507 4.8009  0.39
H 3.2906 3.6220 3.3679  0.16
H 3.4928 1.5845 4.0836  0.33
C 0.7694 0.3272 1.2200  -0.50
N -0.0460 0.6086 0.0054  1.41
C 0.0308 2.1475 -0.2134  -0.67
C 0.7055 0.0602 -1.1204  -0.67
C -1.4280 0.1187 0.1553  -0.21
C -2.4364 0.9046 -0.7525  -1.36
O -2.0084 0.8357 -2.0759  0.28
H 1.7456 0.7356 1.2103  0.77
H 0.7015 -0.7382 1.4190  -0.25
H 0.2331 0.7610 2.0787  -0.03
H -0.4343 2.5689 0.6865  0.14
H -0.5084 2.4483 -1.1417  0.03
H 1.0650 2.4938 -0.1975  0.17
H 0.3152 0.4828 -2.0492  0.15
H 0.5732 -1.0161 -1.1128  -0.08
H 1.7315 0.3596 -0.9073  0.45
H -1.5749 0.3381 1.1921  0.22
H -1.5743 -0.9315 -0.0540  0.33
H -2.5878 1.8978 -0.3763  0.36
H -3.4073 0.3602 -0.6926  0.40
H -2.1737 1.7117 -2.5248  -0.11
C -3.1165 -1.5111 -7.0881  -0.89
N -2.8518 -0.3134 -6.1900  0.39
C -1.7503 0.5887 -6.6736  -0.98
C -4.1216 0.5806 -6.3244  -0.74
C -2.5657 -0.8266 -4.7942  -0.06
C -3.6596 -0.9244 -3.8284  -0.33
O -4.7344 -1.8014 -4.0750  -0.65
H -3.3500 -1.1053 -8.0913  0.34
H -4.0202 -1.9285 -6.5901  0.41
H -2.3813 -2.3282 -7.0566  0.31
H -0.7842 0.2575 -6.3948  0.38
H -1.9221 1.5076 -6.1676  0.40
H -1.7509 0.7414 -7.7662  0.34
H -3.9759 1.5076 -5.7984  0.29
H -4.8738 -0.0279 -5.8003  0.41
H -4.4242 0.7082 -7.3759  0.33
H -1.8580 -0.1167 -4.3488  -0.12
H -2.0304 -1.7606 -4.9424  0.31
H -4.0993 0.0789 -3.6501  0.13
H -3.2831 -1.0839 -2.8195  0.41
H -4.5202 -2.5040 -3.4639  0.15
N 1.9214 0.2110 -4.7047  1.08
O 2.3235 1.3660 -5.4864  -0.42
O 2.7721 -0.0957 -3.9558  -0.60
O 0.9091 -0.3485 -5.0158  -0.52
N -0.1003 -3.9505 -1.1658  0.97
O -0.8125 -4.8712 -0.8339  -0.71
O 0.9156 -3.5852 -0.5877  -0.70
O -0.4256 -3.1835 -2.1370  -0.64
N -2.4319 3.0312 2.7300  0.81
O -2.5815 3.8779 3.5813  -0.71
O -1.3420 2.3859 2.6993  -0.28
O -3.3014 2.7090 1.9577  -0.69
N 4.5248 0.2433 2.4188  1.24
O 4.2699 -0.3958 3.4948  -0.74
O 5.1094 -0.3416 1.5349  -0.74
O 4.1966 1.4322 2.2664  -0.71
N -2.1860 3.1423 -4.2339  1.05
O -1.5354 3.3265 -3.2298  -0.73
O -1.8912 3.6070 -5.3212  -0.74
O -3.2587 2.4573 -4.1470  -0.67
N -1.5380 -3.2470 3.2109  0.88
O -1.4192 -3.7573 4.3849  -0.62
O -1.6876 -1.9931 3.0647  -0.43
O -1.6172 -4.0343 2.2205  -0.18

Computed properties:
E_HOMO: -8.114 eV
Gap between HOMO and LUMO: 8.0 eV
Electronic energy: -3495.7533 hartree
2S+1: 1

What is the formula in the second record? C26H72N12O24

Among the records above, which one has the highest gap between HOMO and LUMO? C26H72N12O24